[1]
14
Properties=species:S:1:pos:R:3 method="wB97M-V/def2-TZVPD" gap_ev=9.5 de_lowest_ev=1.257 max_force_ev_per_a=1.63 smiles="C=CN.CS"
C 0.10469 0.86242 2.26647
C -0.98861 0.08914 2.34916
N -1.55061 -0.67112 1.30783
H 0.50018 1.21892 1.33117
H 0.64214 0.98163 3.19371
H -1.39511 -0.22423 3.29000
H -1.17792 -0.44581 0.41559
H -2.52625 -0.61801 1.22544
C 0.90138 -0.28425 -2.09499
S 1.82239 -0.60303 -3.64498
H 0.40864 -1.20093 -1.78475
H 1.66059 -0.13646 -1.32443
H 0.24372 0.60046 -2.13912
H 1.35479 0.43126 -4.39108

[2]
9
Properties=species:S:1:pos:R:3 method="wB97M-V/def2-TZVPD" gap_ev="6.3 / 7.7" de_lowest_ev=0.346 max_force_ev_per_a=7.91 s_squared=12.020 spin_multiplicity=7 charge=+1
F -1.92050 1.11069 0.88060
O 0.99345 -0.91362 -0.28745
O -1.83947 -1.07612 0.35947
C 0.75241 0.19969 -0.96172
C -0.43384 0.81406 -0.50249
C -1.16640 -0.07938 0.36884
H 0.86837 0.15395 -2.05737
H -0.36238 1.89802 -0.41526
Fe 2.86448 -0.81475 0.39250

[3]
25
Properties=species:S:1:pos:R:3 method="wB97M-V/def2-TZVPD" gap_ev=5.3 max_force_ev_per_a=4.72 charge=+2
C 2.94277 -0.64704 -0.41588
C 1.72653 0.03404 0.23633
O 1.62264 0.00967 1.39596
N 0.69734 0.76847 -0.50679
C 0.35619 0.13820 -1.79119
C -0.47022 1.03514 0.31890
C -1.52698 0.28523 0.61815
C -1.85610 -1.12417 0.16952
C -1.40060 -2.19046 1.23626
O -0.29852 -2.59970 1.28334
C -2.29611 1.21717 1.57970
O -3.29314 0.98345 2.10529
O -1.59613 2.40672 1.77719
C -0.46312 2.40497 1.01107
O 0.34919 3.21882 0.91568
H 2.84331 -1.73668 -0.23989
H 3.82130 -0.33544 0.18187
H 3.10777 -0.39762 -1.48711
H 0.92169 0.53541 -2.68135
H -0.72204 0.19825 -2.04808
H 0.57914 -0.95068 -1.75998
H -1.51320 -1.38619 -0.84280
H -2.96674 -1.19159 0.14168
H -2.18775 -2.58102 1.92787
Ca 1.62280 1.90506 -3.12578